Entry 1:
{
  "formula": "C5H5NO",
  "method": "ωB97M-V/def2-TZVPD",
  "elements": ["C", "N", "H", "H", "C", "H", "O", "H", "C", "C", "C", "H"],
  "xyz": [[1.3184, -1.2401, 0.7591], [2.0998, -2.0107, 1.1439], [1.5780, 2.6493, -1.2166], [-1.9058, 0.9583, -0.0774], [0.3593, -0.3230, 0.2556], [-1.4334, -0.9357, 1.2173], [-1.9087, 0.1017, -0.5299], [0.3160, 0.5364, -1.2627], [-1.0909, -0.7912, 0.1771], [1.1574, 2.1400, -0.3515], [0.7527, 0.9057, -0.2772], [-1.1790, -1.7642, -0.3209]],
  "total_charge": 0,
  "gap_ev": [8.049, 7.562],
  "homo_ev": [-9.217, -8.509],
  "e_lumo_ev": [-1.17, -0.95]
}

Entry 2:
{
  "formula": "C5H5NO",
  "method": "ωB97M-V/def2-TZVPD",
  "elements": ["H", "H", "H", "C", "H", "O", "C", "C", "H", "C", "C", "N"],
  "xyz": [[-0.2162, 2.1570, 0.5716], [1.9991, 0.8919, -0.5698], [1.4285, -1.7247, -0.4889], [-0.5324, -0.8518, 0.6198], [-2.0276, 0.3275, -0.7619], [-0.3181, 0.2442, 1.6245], [1.0112, 0.5049, -0.3614], [0.7053, -0.9366, -0.2907], [-1.0364, -1.7480, 0.9937], [-0.1441, 1.0726, 0.4760], [-1.0041, 0.1722, -0.4234], [0.1349, -0.1091, -1.3896]],
  "total_charge": 0,
  "gap_ev": 10.765,
  "homo_ev": -9.682,
  "e_lumo_ev": 1.08
}

Entry 3:
{
  "formula": "C5H5NO",
  "method": "ωB97M-V/def2-TZVPD",
  "elements": ["C", "H", "O", "H", "H", "C", "H", "N", "C", "C", "H", "C"],
  "xyz": [[0.6801, -1.1933, -0.1958], [2.8362, 1.3994, 0.6403], [-1.7827, -1.3946, 0.1962], [-1.8057, 2.8984, 0.0012], [1.1007, 1.6565, 0.1765], [-0.7670, 0.7901, 0.1489], [0.7329, -2.1932, -0.1982], [1.8276, 0.9397, 0.1047], [1.7457, -0.3941, -0.0615], [-0.6913, -0.7427, -0.0393], [2.6474, -1.1189, -0.4151], [-1.6415, 1.8628, -0.2701]],
  "total_charge": 0,
  "gap_ev": 8.101,
  "homo_ev": -9.084,
  "smiles": "C#CC(=O)/C=C\\N",
  "e_lumo_ev": -0.98
}

Entry 4:
{
  "formula": "C5H5NO",
  "method": "ωB97M-V/def2-TZVPD",
  "elements": ["C", "H", "H", "H", "C", "C", "C", "C", "H", "N", "H", "O"],
  "xyz": [[1.0671, 1.4824, -0.5495], [-1.2287, -0.7795, -1.7471], [-0.3506, 0.7751, 1.6667], [0.0238, -1.8688, 0.0671], [-0.8174, -0.1537, -0.9693], [0.6371, 0.1444, -0.8735], [-0.1742, -0.7966, 0.1873], [-0.2996, -0.3268, 1.5659], [1.3501, -0.6373, -0.6640], [1.4522, 2.5463, -0.2957], [-1.4468, 0.6805, -0.6637], [-0.3260, -1.0760, 2.5084]],
  "total_charge": 0,
  "gap_ev": 10.368,
  "homo_ev": -10.023,
  "smiles": "N#C[C@@H]1C[C@@H]1C=O",
  "e_lumo_ev": 0.35
}

E_tot for the records above, in order: -8797.75923; -8799.21170; -8796.69605; -8800.70996 eV
ΔE to the lowest compared entry with this formula, charge and spin for the records above, in order: 5.660; 4.207; 6.723; 2.709 eV